# C16H15NO3S

A single C16H15NO3S molecule in a non-equilibrium geometry (ωB97M-V/def2-TZVPD, OMol25).

The geometry in XYZ format:
```
36
Properties=species:S:1:pos:R:3:forces:R:3
O 0.9869 1.7547 -2.0250 0.6 -0.5 -1.1
S 2.0201 1.5697 -1.0329 -0.7 2.7 -0.3
O 3.2463 2.4307 -1.0888 -2.5 -2.6 0.6
C 2.3162 -0.1961 -0.8959 -1.9 -0.4 -1.4
C 3.5377 -0.7079 -0.5703 1.8 7.5 2.5
C 3.7374 -1.9633 -0.1919 1.8 -5.2 0.1
C 2.7307 -2.9522 -0.3525 -4.6 18.3 -2.0
C 1.5493 -2.4192 -1.1025 4.2 2.1 3.5
C 1.2314 -1.0716 -1.2537 8.8 -1.8 3.0
H 0.3665 -0.8068 -1.5347 -6.3 2.3 -2.3
H 0.7614 -2.9852 -1.1808 -4.0 -3.8 -1.1
H 2.9350 -3.7768 -0.4798 3.4 -15.3 -1.0
H 4.7878 -2.3644 -0.0035 -1.5 0.9 0.3
H 4.2623 0.3258 -0.1781 -1.5 -3.7 -1.6
C 0.9507 2.0065 0.4359 1.2 3.4 3.1
C -0.3011 1.1220 0.7309 7.1 -0.9 0.6
C -1.3649 1.3547 0.1294 -5.8 5.9 -2.6
C -2.6336 0.6403 0.0787 1.8 10.5 -3.6
C -3.6810 1.3814 -0.5145 -5.4 -2.7 1.7
C -4.9771 0.5810 -0.4302 4.4 0.8 -1.9
C -4.9938 -0.8120 -0.2937 6.8 4.8 3.6
C -3.8923 -1.3047 0.3919 2.5 3.7 -2.8
C -2.6171 -0.5469 0.3918 -3.7 -11.7 4.1
H -1.7692 -1.0927 0.8469 -0.3 0.6 -0.6
H -3.7695 -2.2771 0.2592 0.4 -4.8 0.9
H -5.7705 -1.3663 -0.2890 -5.6 -3.5 -0.8
H -5.8464 0.8178 -0.8968 -2.5 2.3 -1.1
H -3.7545 2.4818 -0.7549 0.6 -1.6 0.3
H -1.5775 2.4745 -0.2306 1.1 -2.4 0.3
H -0.0553 0.1397 1.1132 -0.1 0.1 0.4
C 2.0014 2.0060 1.5699 -6.0 -11.6 -1.9
N 2.3443 0.8813 2.1778 3.0 4.3 2.1
O 1.7762 -0.2868 2.1650 -2.2 -3.4 -0.9
H 2.1734 -1.0265 2.7600 0.0 2.9 -1.2
H 2.5389 2.7183 1.8297 4.9 6.6 2.0
H 0.7499 3.2703 0.4196 0.1 -3.7 -1.0
```
Positions in Å, forces in eV/Å.

Results
Total charge: 0
Gap between HOMO and LUMO (eV): 8.80
HOMO energy (eV): -9.1
Relative energy (zero: lowest compared OMol25 entry of this formula, charge and spin) (kJ/mol): 1447.11
Multiplicity: 1
SMILES string: O=S(=O)(c1ccccc1)[C@H](/C=N\O)/C=C/c1ccccc1

# C6H3I2O2S

A molecular structure, C6H3I2O2S in a non-equilibrium geometry (ωB97M-V/def2-TZVPD, OMol25).

The geometry in XYZ format:
```
14
Properties=species:S:1:pos:R:3:forces:R:3
C -0.3959 -1.5432 -0.7742 -2.4 -0.4 -1.4
C -0.6097 -0.2127 -1.0659 -0.2 1.8 -2.2
C 0.3991 -1.8601 0.2824 0.9 -2.8 1.8
C 0.0701 0.7952 -0.4141 -0.6 -0.2 1.4
C 0.9930 -0.8231 0.9979 1.2 -0.2 1.2
C 0.8303 0.5180 0.7108 0.1 -0.7 -1.0
O -1.3129 2.4835 -1.7757 0.2 0.0 0.0
O -1.5274 2.3832 0.6875 0.3 0.1 -0.2
S -0.5815 2.4999 -0.4701 -1.2 0.7 -0.8
I 2.2790 -1.3437 2.6449 -0.4 -0.2 -0.4
I 1.6669 2.1155 1.7525 0.4 -0.1 0.4
H -1.0900 -2.2449 -1.3221 1.3 0.3 0.7
H -1.2667 0.2140 -1.9136 0.8 -1.1 1.4
H 0.5456 -2.9815 0.6597 -0.3 2.7 -1.0
```
Positions in Å, forces in eV/Å.

Results
Total charge: -1
Gap between HOMO and LUMO (eV): 6.33
HOMO energy (eV): -3.9
Multiplicity: 1

# C22H33AlBrCl2F8NNaO12P2S2

A molecular structure, C22H33AlBrCl2F8NNaO12P2S2 in a non-equilibrium geometry (ωB97M-V/def2-TZVPD, OMol25).

The geometry in XYZ format:
```
85
Properties=species:S:1:pos:R:3:forces:R:3
C 2.9935 1.0406 -3.7647 -0.3 0.0 -0.2
C 1.9442 2.1154 -3.4580 0.7 -0.3 -0.1
P 0.3479 1.3754 -3.1149 -1.2 -0.6 -1.0
C -0.9197 2.4652 -2.3813 0.1 0.1 1.2
C -1.7258 1.7983 -1.2525 0.6 -0.4 -1.0
C 0.5616 -0.0835 -1.9222 0.4 1.0 0.5
C 1.1657 0.2101 -0.7020 -0.1 -0.3 0.0
C 1.6114 1.6061 -0.3536 0.0 0.1 0.3
O 2.9916 1.6590 -0.6828 0.2 0.2 0.0
O 3.4732 2.8001 0.0133 0.0 0.2 -0.5
C 1.3585 -0.7928 0.2457 -0.4 0.4 -0.1
P 2.2186 -0.4644 1.8541 1.5 0.7 0.5
S 4.1327 -0.1472 1.6416 -0.1 -0.2 -0.3
C 0.9293 -2.0959 -0.0213 0.0 -0.3 -0.3
O 1.1470 -2.9517 0.9844 -0.5 -0.4 -0.2
C 0.0544 -2.9044 1.9876 -0.7 -0.5 0.1
C -0.0061 -4.1271 2.9139 0.6 -0.2 -0.4
C 0.6745 -5.3903 2.3773 -0.1 0.2 0.2
C -1.4744 -4.4268 3.1989 -0.1 0.7 -0.2
C -2.2684 -3.3186 3.9274 -0.2 -0.1 0.0
C -3.1048 -2.4482 2.9656 0.2 0.1 -0.1
C -1.4396 -2.4495 4.8715 -0.4 0.0 0.0
C 0.3520 -2.4267 -1.2709 0.1 0.5 0.5
C -0.0302 -3.8900 -1.6012 -0.2 -0.3 0.2
F 0.4365 -4.6982 -0.6659 0.3 -0.1 0.8
F 0.5974 -4.2889 -2.7112 0.1 0.2 -0.6
C -1.5959 -4.1883 -1.6444 0.7 -0.3 -0.2
F -2.2902 -3.0578 -1.7113 -0.3 0.7 -0.1
F -1.8672 -4.9679 -2.6601 -0.2 -0.2 -0.7
F -1.9516 -4.8207 -0.5582 -0.2 -0.1 0.9
N 0.1515 -1.3740 -2.1923 0.9 -0.1 0.8
S -0.6252 -1.6072 -3.6978 -2.3 -0.9 -0.1
O -1.7362 -0.6920 -3.7416 1.2 0.2 -0.1
O -0.9143 -2.9361 -3.9954 0.3 -0.4 0.1
F 0.4805 -1.2004 -4.6716 0.5 0.5 0.0
H 3.9775 1.4880 -3.7493 0.2 0.0 0.1
H 2.9626 0.2061 -3.0713 0.2 0.0 0.3
H 2.8412 0.6295 -4.7587 0.0 -0.1 -0.2
H 1.7960 2.6879 -4.3709 -0.3 0.2 0.0
H 2.2855 2.8127 -2.7053 0.0 0.1 0.3
H -1.5608 2.8632 -3.1642 0.0 -0.1 -0.4
H -0.4260 3.3316 -1.9495 0.1 0.3 -0.1
H -2.5728 2.4079 -0.9743 -0.2 0.0 0.0
H -1.1164 1.7025 -0.3628 -0.1 -0.1 -0.1
H -2.0440 0.8040 -1.5608 -0.4 -0.1 0.0
H 1.0472 2.3884 -0.8515 0.0 0.1 -0.2
H 1.5007 1.7811 0.7118 -0.3 0.0 0.2
H 4.3792 2.5485 0.2764 -0.1 -0.5 0.2
H 1.9996 -1.5469 2.7018 -0.3 0.1 -0.2
H 1.5368 0.6536 2.3471 -0.3 -0.4 0.1
H 0.1303 -2.0176 2.6142 0.1 0.3 -0.2
H -0.8761 -2.8071 1.4325 -0.1 -0.1 -0.2
H 0.5137 -3.8510 3.8243 0.0 0.1 0.2
H 1.5772 -5.1894 1.8163 0.1 0.1 -0.3
H -0.0286 -5.9712 1.7919 0.0 -0.1 -0.4
H 0.9727 -6.0010 3.2219 -0.1 -0.2 0.2
H -1.5702 -5.3954 3.6771 0.2 -0.1 0.4
H -1.9348 -4.5493 2.2232 -0.2 -0.3 -0.3
H -2.9932 -3.8237 4.5579 0.0 -0.2 0.2
H -4.1641 -2.5300 3.1758 -0.2 0.0 0.1
H -2.9820 -2.7369 1.9199 0.0 -0.1 -0.1
H -2.8351 -1.3960 3.0377 0.0 0.1 0.0
H -0.6731 -3.0424 5.3603 0.2 0.1 0.2
H -2.1054 -2.0698 5.6512 0.1 0.0 0.1
H -1.0258 -1.5794 4.3597 0.3 0.0 -0.1
C 1.7474 6.7126 -2.0582 0.3 -0.2 0.4
C 0.4681 7.4591 -2.3479 0.2 0.7 0.0
O -0.0096 6.8335 -3.5075 -0.1 0.0 0.3
C 0.4347 5.5635 -3.4914 -0.2 0.0 0.2
O -0.0166 4.6842 -4.1544 0.3 -0.2 -0.2
O 1.4283 5.4175 -2.5812 -0.1 -0.1 -0.2
F 0.6439 8.7599 -2.5969 -0.1 0.0 0.1
H 2.5946 7.1367 -2.6047 -0.1 0.1 -0.1
H 1.9946 6.6562 -1.0012 -0.1 -0.2 0.0
H -0.3102 7.3280 -1.4292 0.2 -0.1 -1.0
O -1.8822 2.4290 1.2502 -0.1 0.2 0.6
Cl -1.4280 2.1074 2.5868 -0.2 0.2 0.4
O -0.0720 1.5515 2.4582 0.2 -0.1 -0.3
O -2.2723 1.1102 3.1708 0.0 -0.1 -0.1
O -1.3699 3.2816 3.3947 0.0 0.0 -0.1
Al -1.2022 0.9734 -5.1994 -0.3 0.7 -0.5
Br 4.6712 3.8967 -1.8159 0.0 0.4 -0.1
Cl -1.8262 6.4454 -1.1322 -0.1 -0.2 0.3
F -3.2077 -2.1853 7.1610 -1.1 0.5 0.9
Na -4.6697 -1.2810 8.5095 0.9 -0.5 -0.8
```
Positions in Å, forces in eV/Å.

Results
Total charge: +1
Gap between HOMO and LUMO (eV): 2.21
HOMO energy (eV): -10.4
Multiplicity: 1

# C4H6O2

A single C4H6O2 molecule in a non-equilibrium geometry (ωB97M-V/def2-TZVPD, OMol25).

The geometry in XYZ format:
```
12
Properties=species:S:1:pos:R:3:forces:R:3
O -0.5906 0.8583 -1.5240 0.0 -0.1 -0.1
C -0.1531 1.1406 -0.2377 0.3 -0.2 0.1
C -0.3385 0.1279 0.9038 -0.3 -1.0 -0.2
C -0.3564 -1.2675 0.1637 -0.9 0.9 1.0
O 0.9186 -1.0273 -0.4625 0.2 2.0 0.9
C 0.9934 0.3140 0.2615 0.6 -1.2 -1.0
H -0.0407 0.0933 -1.7792 -0.2 0.2 -0.3
H -0.2060 2.2151 -0.0303 0.2 -0.6 0.3
H -0.6474 0.3811 1.9229 0.0 -0.2 -0.5
H -0.3762 -2.2000 0.7469 0.2 0.5 0.0
H -1.1859 -1.2594 -0.5454 0.1 -0.4 -0.2
H 1.9829 0.6237 0.5802 -0.2 -0.1 0.0
```
Positions in Å, forces in eV/Å.

Results
Total charge: 0
Gap between HOMO and LUMO (eV): 10.52
HOMO energy (eV): -9.5
Relative energy (zero: lowest compared OMol25 entry of this formula, charge and spin) (kJ/mol): 305.49
Multiplicity: 1
SMILES string: O[C@H]1[C@H]2CO[C@@H]12

# C66H81BiN3P2Si2

A molecular structure, C66H81BiN3P2Si2 in a non-equilibrium geometry (ωB97M-V/def2-TZVPD, OMol25).

The geometry in XYZ format:
```
155
Properties=species:S:1:pos:R:3:forces:R:3
Bi 0.3466 -0.3178 0.2659 0.1 -0.6 0.6
C -2.9933 -2.2672 -0.4039 0.1 -0.2 0.1
Si -2.2542 -0.8570 0.5909 -0.1 0.1 -0.5
C -2.9532 0.6812 -0.2990 0.0 0.0 0.0
C -4.2362 0.6788 -0.7016 0.0 0.0 -0.1
C -4.9728 1.3388 -1.8009 0.0 0.0 0.1
C -4.9636 2.5731 -2.3063 0.0 0.0 0.0
C -2.6339 3.5945 -1.9529 0.0 0.1 0.1
C -2.1324 3.0837 -0.5807 -0.1 -0.2 -0.1
P -0.4837 3.6174 0.1465 -0.1 0.2 0.0
C 0.8317 3.4446 -1.1530 0.0 -0.1 0.0
C 0.7566 4.0253 -2.5674 0.1 0.0 0.0
C 2.0770 3.7418 -3.2790 0.0 0.0 0.0
C 3.1528 4.6595 -2.7162 0.0 0.0 0.0
C 3.2202 4.6395 -1.1742 0.0 0.0 0.0
C 2.1792 3.7694 -0.4301 0.0 0.0 0.0
C -0.7489 5.4349 0.4771 0.0 0.0 -0.1
C -0.3560 6.4432 -0.6046 -0.1 0.1 0.0
C -0.8633 7.8546 -0.2525 0.0 0.0 0.0
C -0.8876 8.1137 1.2608 0.0 0.0 0.0
C 0.2065 7.3079 1.9488 0.0 0.0 0.0
C -0.0867 5.8072 1.8278 0.0 0.1 -0.1
C -2.6541 -1.2329 2.3953 0.0 0.0 0.0
C -3.9906 -1.5121 2.7030 0.0 0.2 0.1
C -4.3796 -1.8769 3.9815 0.0 0.0 0.0
C -3.4228 -1.9969 4.9801 0.0 0.0 -0.1
C -2.0922 -1.7435 4.6905 0.1 -0.1 0.0
C -1.6904 -1.3700 3.4066 0.0 0.1 -0.1
P 0.0743 -1.0165 3.0185 -0.2 0.0 0.6
C 1.0457 -2.1334 4.1256 0.1 -0.1 -0.2
C 2.5173 -1.7173 4.2254 0.0 0.0 0.0
C 3.1720 -2.4308 5.4223 0.0 0.0 0.0
C 2.5562 -3.8152 5.6816 0.0 0.0 0.0
C 2.0969 -4.4425 4.3700 0.0 0.1 0.0
C 0.9862 -3.6052 3.7054 0.0 -0.1 0.0
C 0.4051 0.6272 3.7855 0.1 0.1 0.0
C 0.4300 0.7183 5.3301 0.0 0.0 0.0
C -0.7885 1.4609 5.8711 0.0 0.0 0.0
C -0.8178 2.9079 5.3681 0.0 -0.1 0.0
C -0.3375 3.0070 3.9078 0.0 -0.1 0.0
C -0.5207 1.6796 3.1763 0.0 0.0 0.0
H -4.0836 -2.1780 -0.4219 0.0 0.0 0.1
H -2.6456 -2.2395 -1.4376 0.0 0.0 0.0
H -2.7439 -3.2447 0.0118 0.0 0.0 0.0
H -4.8452 -0.0944 -0.2360 0.0 0.0 0.0
H -5.6574 0.6437 -2.2805 0.0 0.0 0.0
H -5.6030 2.7482 -3.1652 0.0 0.0 0.0
H -2.1998 4.5658 -2.1951 0.0 0.0 0.0
H 0.8288 2.3580 -1.2958 0.0 0.0 -0.1
H -0.0640 3.5610 -3.1070 -0.1 0.0 0.0
H 0.5855 5.1025 -2.5711 0.0 -0.1 0.0
H 2.3474 2.6878 -3.1379 0.0 0.0 0.0
H 1.9798 3.9067 -4.3545 0.0 0.0 0.0
H 4.1290 4.4201 -3.1415 0.0 0.0 0.0
H 2.9159 5.6729 -3.0502 0.0 0.0 0.0
H 4.2048 4.2856 -0.8642 0.0 0.1 0.0
H 3.1543 5.6642 -0.8052 0.0 0.0 0.0
H 2.6425 2.8154 -0.1682 0.0 0.0 0.0
H 1.9834 4.2554 0.5271 0.0 0.0 0.0
H -1.8348 5.5178 0.5989 0.0 0.0 0.0
H 0.7327 6.4453 -0.7225 0.0 0.0 0.0
H -0.7737 6.1551 -1.5693 0.0 0.0 0.0
H -0.2267 8.5936 -0.7444 0.0 0.0 0.0
H -1.8669 7.9894 -0.6630 0.0 0.0 0.0
H -0.7744 9.1798 1.4604 0.0 0.0 0.0
H -1.8561 7.8214 1.6793 0.0 0.0 0.0
H 1.1699 7.5419 1.4845 0.0 0.0 0.0
H 0.2949 7.5828 3.0010 0.0 0.0 0.0
H 0.8368 5.2404 1.9698 0.0 0.0 0.0
H -0.7511 5.4976 2.6373 0.0 0.2 -0.1
H -4.7527 -1.4240 1.9352 0.0 0.0 0.0
H -5.4231 -2.0669 4.1975 0.0 0.0 0.0
H -3.7088 -2.3001 5.9789 0.0 0.0 0.0
H -1.3597 -1.8661 5.4783 0.0 0.0 0.0
H 0.6072 -2.0465 5.1220 0.0 0.1 -0.1
H 3.0170 -1.9923 3.2890 0.0 0.0 0.1
H 2.6409 -0.6402 4.3383 0.0 0.0 0.0
H 4.2445 -2.5276 5.2417 0.0 0.0 0.0
H 3.0618 -1.8087 6.3137 0.0 0.0 0.0
H 3.2814 -4.4592 6.1800 0.0 0.0 0.0
H 1.7034 -3.7316 6.3618 0.0 0.0 0.0
H 2.9618 -4.5117 3.7031 0.0 0.0 0.0
H 1.7475 -5.4630 4.5263 0.0 0.0 0.0
H 1.0950 -3.6641 2.6261 0.0 -0.1 0.0
H 0.0017 -4.0178 3.9417 0.0 0.0 0.0
H 1.4098 0.8561 3.4104 0.0 0.0 0.0
H 0.5119 -0.2594 5.8062 0.0 0.1 0.0
H 1.3322 1.2627 5.6258 0.0 0.0 0.0
H -1.6980 0.9418 5.5562 0.0 0.0 0.0
H -0.7807 1.4378 6.9618 0.0 0.0 0.0
H -1.8340 3.2981 5.4545 0.0 0.0 0.0
H -0.1897 3.5338 6.0057 0.0 0.0 0.0
H -0.8706 3.8024 3.3899 0.2 -0.1 0.2
H 0.7235 3.2750 3.8732 0.0 0.0 0.0
H -1.5665 1.3622 3.2415 0.0 0.0 0.0
H -0.2829 1.7863 2.1132 -0.1 0.2 0.2
C 4.1856 -0.0715 0.7782 0.0 0.1 0.0
C 4.0914 -0.0264 -0.7183 0.0 0.0 0.0
C 5.2117 0.1568 -1.5218 0.0 0.0 0.0
C 5.0498 0.2068 -2.8936 0.0 0.0 0.0
C 3.7825 0.0650 -3.4348 0.1 0.0 0.0
C 2.7181 -0.1361 -2.5646 -0.1 0.0 0.0
N 2.8769 -0.1679 -1.2491 0.0 0.1 0.1
C 1.3197 -0.2158 -3.0914 -0.2 0.0 0.1
C 1.1151 -0.5417 -4.4263 0.0 -0.1 0.0
C -0.1524 -0.4268 -4.9717 0.0 -0.1 0.0
C -1.1513 0.1263 -4.2017 -0.1 0.0 0.0
C -0.8758 0.4716 -2.8793 0.1 -0.2 0.1
N 0.2945 0.1566 -2.2846 0.2 0.4 -0.9
C -1.7510 1.4662 -2.2196 0.1 -0.1 0.1
C -2.1573 2.5383 -2.8953 -0.1 0.1 -0.1
C -4.1767 3.7534 -1.8014 0.0 0.0 0.0
C -4.3301 3.8617 -0.3126 0.0 0.1 0.0
C -3.2682 3.4471 0.3637 0.1 -0.2 0.0
C -3.2102 3.2852 1.8492 0.0 0.0 0.0
N -1.9285 1.5831 -0.8089 -0.1 0.2 0.0
H 5.1732 0.2282 1.1239 0.0 0.0 0.0
H 3.9870 -1.0861 1.1330 0.0 0.4 0.0
H 3.4385 0.5890 1.2224 0.0 0.0 0.0
H 6.1895 0.2667 -1.0721 0.0 0.0 0.0
H 5.9022 0.3640 -3.5421 0.0 0.0 0.0
H 3.6377 0.1421 -4.5024 0.0 0.0 0.0
H 1.9389 -0.9056 -5.0226 0.0 0.0 0.0
H -0.3437 -0.7370 -5.9909 0.0 0.0 0.0
H -2.1348 0.3298 -4.6023 0.0 0.0 0.0
H -2.0599 2.6743 -3.9635 0.1 0.0 0.0
H -4.5200 4.6529 -2.3137 0.0 0.0 0.0
H -5.2694 4.1563 0.1415 0.0 0.0 0.0
H -3.7833 4.0647 2.3536 0.0 0.0 0.0
H -2.1873 3.3247 2.2080 -0.1 0.0 0.0
H -3.6220 2.3164 2.1451 0.0 0.0 0.0
C -1.7936 -5.3121 -3.3901 0.0 0.0 0.0
C -1.2575 -4.0886 -3.7675 0.0 0.0 0.0
C -0.4916 -3.3630 -2.8669 -0.1 -0.1 0.0
C -0.2445 -3.8325 -1.5797 0.0 0.0 0.1
C -0.7892 -5.0676 -1.2189 0.0 0.0 0.0
C -1.5554 -5.8017 -2.1140 0.0 0.0 0.0
Si 0.8131 -2.9436 -0.3181 0.0 0.1 0.0
C 2.6222 -3.1599 -0.7583 0.0 -0.1 0.1
C 3.0427 -3.3585 -2.0741 0.1 -0.1 0.0
C 4.3912 -3.4862 -2.3819 -0.1 0.0 0.0
C 5.3441 -3.4291 -1.3743 0.0 0.0 0.1
C 4.9432 -3.2498 -0.0565 0.0 -0.1 0.0
C 3.5957 -3.1134 0.2429 -0.1 -0.3 -0.1
H -2.3926 -5.8833 -4.0878 0.0 0.0 0.0
H -1.4398 -3.6999 -4.7627 0.0 0.0 0.0
H -0.0910 -2.4119 -3.1709 0.1 0.2 -0.1
H -0.6184 -5.4617 -0.2229 0.0 0.0 0.0
H -1.9684 -6.7563 -1.8138 0.0 0.0 0.0
H 0.5506 -3.6956 0.9239 0.0 0.0 -0.1
H 2.3095 -3.4350 -2.8711 0.0 0.0 0.0
H 4.6985 -3.6424 -3.4087 0.0 0.0 0.0
H 6.3943 -3.5402 -1.6122 0.0 0.0 0.0
H 5.6807 -3.2240 0.7366 0.0 0.0 0.0
H 3.2971 -2.9740 1.2790 0.0 -0.1 0.0
```
Positions in Å, forces in eV/Å.

Results
Total charge: +1
Gap between HOMO and LUMO (eV): 7.40
HOMO energy (eV): -9.9
Relative energy (zero: lowest compared OMol25 entry of this formula, charge and spin) (kJ/mol): 0.00
Multiplicity: 1